The molecule C4H9N3 in a non-equilibrium geometry, computed with wB97M-V/def2-TZVPD.

## Properties
**E**: -321.837610 hartree
**<S²>**: 2.007
**Energy above the lowest of the compared OMol25 structures with the same formula, charge and spin**: 28.1 kcal per mole
**Net charge**: 0
**2S+1**: 3
**LUMO energy (alpha / beta)**: 0.0345 / -0.0438 hartree
**E_HOMO (alpha / beta)**: -4.90 / -8.50 eV
**Frontier orbital gap (alpha / beta)**: 5.84 / 7.31 eV

Atoms and positions in Å:
C: 1.565 1.048 0.815
C: 1.050 0.160 -0.267
C: 0.543 1.561 1.889
C: -1.674 -1.842 -1.206
N: -0.689 1.418 1.921
N: -0.176 -0.228 -0.365
N: -0.691 -0.794 -1.419
H: 1.944 1.952 0.290
H: 1.837 -0.188 -0.951
H: 2.482 0.617 1.357
H: 0.950 2.387 2.558
H: -1.214 -2.659 -0.711
H: -2.511 -1.269 -0.753
H: -2.211 -2.076 -2.256
H: -1.264 0.773 1.376
H: 0.057 -0.861 -2.278

***

C24H33N6O5P as an isolated structure in a non-equilibrium geometry, computed with wB97M-V/def2-TZVPD.

## Properties
**E**: -1980.239754 hartree
**Energy above the lowest of the compared OMol25 structures with the same formula, charge and spin**: 36.2 kcal per mole
**Net charge**: -2
**2S+1**: 1
**LUMO energy**: 0.1776 hartree
**E_HOMO**: -2.31 eV
**Frontier orbital gap**: 7.15 eV

Atoms and positions in Å:
O: 0.740 -0.241 -0.432
H: 1.561 0.459 -0.156
H: 0.084 0.332 -1.041
H: 0.181 0.002 0.269
P: -1.400 1.776 0.513
O: -0.586 2.934 0.887
O: -0.843 0.525 1.255
O: -1.074 1.417 -0.880
O: -2.857 1.949 0.735
N: -1.849 2.749 -2.753
C: -1.609 4.153 -2.828
C: -2.091 4.581 -4.025
C: -2.779 3.369 -4.682
C: -2.745 2.276 -3.696
H: -1.368 2.118 -1.838
H: -1.124 4.622 -1.847
H: -1.887 5.632 -4.322
H: -3.004 3.149 -5.744
H: -3.236 1.302 -3.527
N: 2.097 -1.654 2.328
C: 2.085 -3.064 2.122
C: 3.180 -3.397 1.356
C: 4.019 -2.160 1.309
C: 3.239 -1.191 1.763
H: 1.409 -1.032 2.631
H: 1.203 -3.481 2.571
H: 3.436 -4.360 1.206
H: 4.973 -2.102 0.887
H: 3.443 -0.240 1.891
N: 0.190 0.204 3.459
C: 1.212 0.926 3.921
C: 1.661 0.382 5.078
C: 0.611 -0.665 5.409
C: -0.175 -0.758 4.411
H: -0.205 0.355 2.413
H: 1.539 1.734 3.404
H: 2.478 0.545 5.762
H: 0.553 -1.162 6.404
H: -1.075 -1.328 4.233
N: -1.448 -0.391 -2.708
C: -2.256 -1.448 -2.496
C: -2.210 -2.182 -3.632
C: -0.951 -1.724 -4.404
C: -0.598 -0.532 -3.786
H: -1.190 0.340 -1.944
H: -3.072 -1.292 -1.515
H: -2.870 -2.890 -3.889
H: -0.595 -2.040 -5.207
H: 0.031 0.328 -3.938
N: 1.768 2.309 -0.042
C: 1.929 2.148 -1.482
C: 3.183 1.759 -1.645
C: 3.855 1.677 -0.381
C: 3.007 2.137 0.503
H: 0.878 2.665 0.467
H: 1.147 2.481 -2.136
H: 3.532 1.538 -2.869
H: 4.849 1.515 -0.256
H: 2.983 2.343 1.704
N: -1.817 -1.856 1.262
C: -2.627 -2.551 2.159
C: -2.746 -3.827 1.645
C: -2.104 -3.884 0.356
C: -1.443 -2.706 0.244
H: -1.627 -0.867 1.206
H: -3.001 -2.030 3.196
H: -3.534 -4.491 2.064
H: -2.141 -4.593 -0.385
H: -0.922 -2.563 -0.517

***

C54H73BN3O3PdSiTe as an isolated structure, computed with wB97M-V/def2-TZVPD.

## Properties
**E**: -3201.574210 hartree
**<S²>**: 8.782
**Energy above the lowest of the compared OMol25 structures with the same formula, charge and spin**: 2.1 kcal per mole
**Net charge**: 0
**2S+1**: 6
**LUMO energy (alpha / beta)**: 0.0212 / -0.0590 hartree
**E_HOMO (alpha / beta)**: -6.57 / -7.28 eV
**Frontier orbital gap (alpha / beta)**: 7.14 / 5.68 eV

Atoms and positions in Å:
Pd: 1.258 0.508 -0.528
C: -0.500 -0.668 -1.215
Si: -0.116 -2.295 -1.964
C: 1.507 -2.807 -1.150
N: 2.418 -1.649 -1.070
C: 3.503 -1.904 -0.110
C: 4.468 -3.007 -0.547
C: 4.889 -2.838 -2.022
C: 4.449 -1.479 -2.551
C: 2.947 -1.293 -2.423
C: 0.052 -2.194 -3.833
C: 0.383 -3.337 -4.569
C: 0.524 -3.292 -5.948
C: 0.332 -2.093 -6.624
C: 0.001 -0.948 -5.915
C: -0.137 -1.002 -4.533
C: -1.378 -3.645 -1.587
C: -2.281 -4.093 -2.555
C: -3.265 -5.023 -2.250
C: -3.373 -5.524 -0.960
C: -2.489 -5.093 0.020
C: -1.504 -4.167 -0.296
H: -1.087 -0.752 -0.298
H: -1.004 0.049 -1.864
H: 1.986 -3.676 -1.624
H: 1.261 -3.105 -0.124
H: 3.042 -2.174 0.839
H: 4.028 -0.965 0.058
H: 4.002 -3.983 -0.396
H: 5.337 -2.982 0.115
H: 4.438 -3.623 -2.635
H: 5.969 -2.948 -2.127
H: 4.723 -1.354 -3.601
H: 4.949 -0.682 -2.005
H: 2.451 -1.923 -3.161
H: 2.686 -0.257 -2.663
H: 0.530 -4.283 -4.056
H: 0.781 -4.190 -6.497
H: 0.438 -2.054 -7.701
H: -0.149 -0.011 -6.436
H: -0.385 -0.093 -3.994
H: -2.216 -3.708 -3.567
H: -3.953 -5.354 -3.019
H: -4.144 -6.246 -0.718
H: -2.567 -5.478 1.029
H: -0.833 -3.839 0.492
C: -0.045 -0.088 2.058
N: 1.222 0.606 1.778
C: 2.271 -0.009 2.600
C: 1.097 2.048 2.107
C: 1.672 3.002 1.091
C: 1.795 4.307 1.404
C: 2.324 5.237 0.424
C: 2.408 4.905 -0.869
C: 1.835 3.587 -1.321
C: 2.020 2.544 -0.259
H: -0.264 -0.089 3.131
H: 0.024 -1.119 1.708
H: -0.856 0.410 1.534
H: 2.019 0.107 3.662
H: 3.230 0.455 2.393
H: 2.329 -1.072 2.381
H: 1.546 2.237 3.087
H: 0.032 2.270 2.195
H: 1.543 4.664 2.397
H: 2.655 6.214 0.759
H: 2.807 5.587 -1.610
H: 2.283 3.253 -2.253
C: 6.577 1.692 -2.044
C: 5.554 2.289 -1.092
C: 5.687 3.808 -1.147
O: 4.218 1.970 -1.539
B: 3.421 1.860 -0.394
O: 4.209 1.480 0.692
C: 5.597 1.714 0.378
C: 6.362 0.404 0.519
C: 6.121 2.696 1.418
H: 6.428 2.120 -3.036
H: 6.508 0.612 -2.128
H: 7.587 1.946 -1.716
H: 5.532 4.131 -2.178
H: 6.680 4.133 -0.832
H: 4.939 4.298 -0.528
H: 6.051 -0.342 -0.210
H: 6.182 -0.001 1.517
H: 7.435 0.565 0.405
H: 5.499 3.588 1.465
H: 7.151 2.988 1.205
H: 6.100 2.218 2.399
C: -1.892 4.071 -1.505
C: -0.626 3.297 -1.187
O: 0.445 3.939 -1.685
N: -0.661 2.209 -0.555
Te: -3.580 1.181 0.070
C: -5.459 0.242 0.229
C: -5.678 -0.976 -0.417
C: -4.625 -1.644 -1.257
C: -6.900 -1.622 -0.229
C: -7.898 -1.087 0.569
C: -9.211 -1.795 0.761
C: -7.658 0.136 1.190
C: -6.454 0.808 1.040
C: -6.231 2.116 1.747
C: -3.210 0.765 2.981
C: -3.226 -0.511 3.506
C: -3.856 -1.682 2.795
C: -2.632 -0.703 4.760
C: -2.032 0.340 5.448
C: -1.399 0.122 6.797
C: -2.018 1.606 4.861
C: -2.597 1.838 3.617
C: -2.534 3.208 2.991
H: -1.626 5.036 -1.930
H: -2.475 4.222 -0.597
H: -2.506 3.514 -2.212
H: -3.965 -0.920 -1.742
H: -5.081 -2.258 -2.033
H: -3.995 -2.300 -0.647
H: -7.068 -2.572 -0.727
H: -9.213 -2.765 0.264
H: -10.037 -1.208 0.355
H: -9.417 -1.957 1.820
H: -8.431 0.578 1.811
H: -7.152 2.473 2.206
H: -5.881 2.889 1.056
H: -5.473 2.004 2.527
H: -4.280 -1.384 1.839
H: -4.663 -2.113 3.393
H: -3.124 -2.474 2.614
H: -2.639 -1.698 5.200
H: -1.381 -0.937 7.057
H: -1.949 0.648 7.580
H: -0.372 0.492 6.818
H: -1.536 2.429 5.383
H: -1.922 3.884 3.589
H: -3.530 3.648 2.895
H: -2.102 3.159 1.987

***

C23H51ClF13N3O5SSi2 as an isolated structure in a non-equilibrium geometry, computed with wB97M-V/def2-TZVPD.

## Properties
**E**: -4183.104649 hartree
**Net charge**: 0
**2S+1**: 1
**LUMO energy**: 0.0124 hartree
**E_HOMO**: -8.91 eV
**Frontier orbital gap**: 9.25 eV

Atoms and positions in Å:
C: 0.261 5.064 3.346
C: -1.016 4.412 3.903
C: -0.982 2.896 3.809
F: -1.830 2.360 4.773
Si: -1.372 2.122 2.111
C: -3.212 1.767 1.950
C: -4.121 2.700 2.770
C: -5.402 3.116 2.059
F: -5.904 4.234 2.648
F: -5.145 3.436 0.766
C: -6.482 2.010 2.147
F: -5.912 0.788 1.967
F: -6.984 2.064 3.416
S: -7.926 2.163 0.902
F: -8.173 0.593 0.945
F: -9.010 2.345 2.040
F: -7.726 3.724 0.847
F: -6.889 1.964 -0.273
F: -9.066 2.299 -0.174
O: -0.722 3.017 0.855
Si: -1.622 4.028 -0.082
O: -2.246 5.322 0.709
C: -0.457 4.695 -1.478
F: 0.853 4.782 -1.152
F: -0.861 5.958 -1.827
F: -0.545 3.933 -2.607
C: -0.472 0.458 1.998
Cl: -0.485 -0.320 3.618
C: -1.064 -0.445 0.889
C: -1.834 -1.686 1.326
H: 0.702 5.697 4.106
H: 1.010 4.326 3.085
H: 0.050 5.709 2.505
H: -1.903 4.854 3.466
H: -1.062 4.641 4.964
H: 0.038 2.597 4.044
H: -3.528 1.678 0.918
H: -3.305 0.767 2.366
H: -4.415 2.193 3.681
H: -3.650 3.623 3.080
H: -2.667 3.255 -0.750
H: -1.567 5.988 0.832
H: 0.573 0.642 1.783
H: -1.709 0.134 0.233
H: -0.240 -0.789 0.272
H: -2.313 -2.106 0.446
H: -2.621 -1.467 2.035
H: -1.163 -2.433 1.725
C: 5.342 -2.256 1.654
C: 4.411 -1.512 0.701
C: 3.742 -0.271 1.306
O: 2.686 -0.543 2.205
C: 3.088 -0.891 3.521
N: 3.427 -2.457 0.162
H: 4.791 -2.874 2.362
H: 5.996 -2.921 1.091
H: 5.970 -1.564 2.217
H: 5.020 -1.158 -0.135
H: 3.284 0.292 0.488
H: 4.483 0.389 1.776
H: 3.989 -0.349 3.823
H: 3.254 -1.966 3.612
H: 2.275 -0.623 4.193
H: 2.885 -2.000 -0.566
H: 2.748 -2.649 0.896
C: 3.931 -7.771 -1.077
C: 3.669 -6.340 -0.614
C: 2.217 -6.071 -0.196
O: 1.295 -5.945 -1.261
C: 0.835 -7.162 -1.814
N: 4.131 -5.409 -1.644
H: 3.589 -7.937 -2.098
H: 5.002 -7.975 -1.063
H: 3.441 -8.498 -0.426
H: 4.279 -6.171 0.278
H: 2.194 -5.106 0.316
H: 1.865 -6.828 0.519
H: 0.726 -7.935 -1.047
H: 1.497 -7.521 -2.605
H: -0.143 -6.970 -2.256
H: 4.068 -4.461 -1.276
H: 3.459 -5.433 -2.406
C: 2.063 1.556 -6.694
C: 0.607 1.370 -6.280
C: 0.342 1.600 -4.786
O: 0.769 0.556 -3.931
C: 2.148 0.552 -3.620
N: 0.149 0.052 -6.732
H: 2.674 0.692 -6.436
H: 2.130 1.681 -7.774
H: 2.500 2.439 -6.224
H: 0.019 2.123 -6.813
H: -0.739 1.661 -4.641
H: 0.764 2.557 -4.453
H: 2.541 1.569 -3.527
H: 2.729 0.001 -4.363
H: 2.264 0.045 -2.661
H: -0.851 -0.029 -6.576
H: 0.558 -0.647 -6.119

***

A 10-piece molecular cluster, C19H45N7O20 overall in a non-equilibrium geometry, computed with wB97M-V/def2-TZVPD.

## Properties
**E**: -2637.703195 hartree
**SMILES**: C[N+](=O)[O-].C[N+](=O)[O-].C[N+](=O)[O-].C[N+](=O)[O-].C[N+](=O)[O-].C[N+](=O)[O-].C[N+](=O)[O-].CCOC(C)=O.CCOC(C)=O.CCOC(C)=O
**Energy above the lowest of the compared OMol25 structures with the same formula, charge and spin**: 436.2 kcal per mole
**Net charge**: 0
**2S+1**: 1
**LUMO energy**: -0.0296 hartree
**E_HOMO**: -9.68 eV
**Frontier orbital gap**: 8.87 eV

Atoms and positions in Å:
C: -2.411 1.482 -2.129
N: -1.069 2.145 -2.239
O: -0.810 2.693 -3.289
O: -0.522 2.184 -1.128
H: -2.450 0.586 -1.509
H: -2.768 1.237 -3.129
H: -3.203 2.090 -1.691
C: 0.086 -3.564 2.463
N: 0.482 -3.781 1.060
O: 0.169 -2.953 0.270
O: 0.956 -4.851 0.844
H: 0.847 -3.418 3.230
H: -0.500 -4.408 2.827
H: -0.630 -2.744 2.409
C: -1.278 -0.573 3.670
N: -0.120 -0.370 2.808
O: 0.563 0.574 3.041
O: 0.020 -1.162 1.911
H: -2.080 0.117 3.407
H: -0.795 -0.319 4.613
H: -1.599 -1.615 3.653
C: 0.286 -0.919 -0.677
N: -1.038 -0.755 -1.259
O: -1.838 -0.421 -0.428
O: -1.083 -0.868 -2.470
H: 0.897 -0.139 -1.130
H: 0.617 -1.909 -0.990
H: 0.244 -0.980 0.411
C: 4.200 -0.248 -1.952
N: 3.459 0.628 -1.106
O: 2.238 0.439 -1.113
O: 4.078 1.549 -0.726
H: 4.357 -1.145 -1.353
H: 5.167 0.192 -2.196
H: 3.632 -0.348 -2.876
C: -3.059 -2.313 -1.827
N: -3.179 -1.472 -3.064
O: -3.029 -2.072 -4.104
O: -3.472 -0.293 -2.889
H: -2.567 -3.221 -2.175
H: -4.007 -2.668 -1.423
H: -2.475 -1.792 -1.069
C: -0.426 -1.367 -4.768
N: -1.614 -0.885 -5.425
O: -2.311 -1.577 -6.135
O: -2.039 0.265 -5.040
H: -0.456 -2.424 -5.032
H: -0.659 -1.097 -3.738
H: 0.386 -0.766 -5.176
C: 1.016 0.550 -3.829
C: 1.589 1.898 -3.429
O: 1.336 2.145 -2.052
C: 1.687 3.404 -1.669
C: 1.162 3.729 -0.263
O: 2.454 4.245 -2.210
H: 1.104 -0.118 -2.973
H: 1.472 0.213 -4.760
H: -0.054 0.688 -3.986
H: 2.661 1.894 -3.628
H: 1.250 2.622 -4.170
H: 0.197 4.212 -0.414
H: 1.797 4.491 0.190
H: 0.987 2.865 0.379
C: -1.973 1.283 1.141
C: -2.986 1.704 2.155
O: -3.599 0.779 2.982
C: -4.160 1.014 4.075
C: -4.546 -0.285 4.824
O: -4.435 2.092 4.606
H: -1.077 0.876 1.609
H: -1.561 2.121 0.578
H: -2.319 0.649 0.325
H: -2.518 2.449 2.799
H: -3.725 2.239 1.558
H: -5.333 -0.787 4.261
H: -4.855 0.026 5.822
H: -3.626 -0.869 4.830
C: 5.397 -0.254 4.127
C: 3.948 -0.790 3.975
O: 3.052 0.039 3.138
C: 2.492 -0.511 2.045
C: 1.880 0.575 1.092
O: 2.403 -1.681 1.794
H: 5.989 -0.468 3.237
H: 5.846 -0.635 5.044
H: 5.214 0.800 4.339
H: 3.997 -1.861 3.779
H: 3.476 -0.710 4.954
H: 1.677 1.555 1.525
H: 1.027 0.119 0.589
H: 2.457 0.947 0.245